1.
Here is a molecular structure, C21H20AsN5O7RuS3 in a non-equilibrium geometry from OMol25. Energies are from ωB97M-V/def2-TZVPD.

The geometry in XYZ format:
```
58
Properties=species:S:1:pos:R:3:nbo_charge:R:1
Ru 1.422 0.663 0.677 0.950
N 3.739 1.813 3.975 -0.803
C 3.331 1.156 2.851 0.310
S 3.046 2.104 1.396 -0.041
N 3.170 -0.135 2.898 -0.425
N 2.762 -0.580 1.653 -0.222
C 3.037 -1.772 1.284 0.124
C 2.940 -2.116 -0.120 -0.208
C 3.215 -3.427 -0.526 -0.150
C 3.327 -3.765 -1.857 -0.279
C 3.200 -2.761 -2.819 -0.198
C 2.954 -1.458 -2.451 -0.223
C 2.796 -1.099 -1.100 0.373
O 2.563 0.173 -0.841 -0.602
H 3.450 2.777 3.989 0.395
H 3.503 1.319 4.825 0.399
H 3.492 -2.458 1.995 0.195
H 3.351 -4.182 0.240 0.202
H 3.530 -4.787 -2.149 0.204
H 3.287 -3.008 -3.870 0.203
H 2.838 -0.676 -3.190 0.214
O -1.277 0.183 1.395 -1.061
As -1.472 1.830 0.811 2.445
O -2.696 1.948 -0.257 -1.166
O 0.092 2.187 0.164 -1.133
C -1.832 2.962 2.346 -0.444
C -2.689 4.021 2.075 -0.182
C -2.962 4.970 3.053 -0.221
C -2.380 4.858 4.305 -0.208
C -1.533 3.793 4.589 -0.222
C -1.262 2.846 3.618 -0.213
S -0.168 1.474 3.999 2.433
O 0.539 1.817 5.209 -0.986
O -1.031 0.301 4.093 -1.002
O 0.666 1.457 2.796 -1.029
H -1.348 0.104 2.374 0.525
H -3.145 4.084 1.094 0.243
H -3.627 5.795 2.832 0.207
H -2.583 5.600 5.067 0.206
H -1.069 3.687 5.561 0.237
N -0.342 1.218 -2.366 -0.787
C -0.722 -0.067 -2.205 0.313
S -0.176 -0.977 -0.925 -0.133
N -1.569 -0.522 -3.180 -0.601
C -2.053 -1.789 -3.542 0.258
C -1.785 -2.988 -2.884 -0.275
C -2.325 -4.170 -3.373 -0.186
C -3.134 -4.195 -4.496 -0.251
C -3.406 -2.999 -5.147 -0.200
C -2.870 -1.815 -4.678 -0.274
H -0.018 1.689 -1.511 0.455
H -0.907 1.794 -2.971 0.372
H -1.925 0.208 -3.777 0.382
H -1.166 -2.998 -2.005 0.258
H -2.104 -5.091 -2.847 0.210
H -3.548 -5.126 -4.859 0.206
H -4.037 -2.984 -6.027 0.207
H -3.089 -0.887 -5.195 0.198
```

Calculated values
electronic energy	-5138.07318	hartree
charge	-1
HOMO-LUMO gap (alpha / beta)	7.61 / 7.32	eV
multiplicity	2
HOMO energy (alpha / beta)	-5.1 / -5.2	eV
energy relative to the best compared isomer or geometry (same formula, charge and spin)	22.29	kcal/mol

---

2.
Here is a molecular structure, C21H20AuBrN4O2 from OMol25. Energies are from ωB97M-V/def2-TZVPD.

The geometry in XYZ format:
```
49
Properties=species:S:1:pos:R:3:nbo_charge:R:1
Au 0.720 0.049 -0.617 1.119
O 0.274 -2.931 3.805 -0.744
C 1.054 -3.745 2.976 0.363
C 1.212 -5.089 3.234 -0.293
C 2.038 -5.846 2.416 -0.153
C 2.705 -5.256 1.354 -0.216
C 2.532 -3.907 1.102 -0.154
C 1.690 -3.144 1.905 -0.171
C 1.586 -1.637 1.638 0.226
O 2.012 -1.251 0.413 -0.759
N 0.232 -1.157 1.948 -0.192
N -0.318 -0.279 1.166 -0.292
C -1.416 0.355 1.565 0.066
C -2.102 1.282 0.775 -0.171
Br -1.591 1.462 -1.042 0.174
C -3.076 2.063 1.360 -0.021
C -3.930 3.083 0.854 -0.069
C -4.420 4.004 1.801 -0.119
C -5.244 5.033 1.402 -0.214
C -5.637 5.117 0.070 -0.081
C -5.205 4.182 -0.871 -0.210
C -4.345 3.178 -0.492 -0.148
H -0.096 -3.454 4.526 0.512
H 0.700 -5.542 4.077 0.229
H 2.164 -6.901 2.621 0.239
H 3.356 -5.846 0.724 0.236
H 3.043 -3.431 0.276 0.237
H 2.177 -1.147 2.448 0.211
H -0.193 -1.438 2.842 0.447
H -1.806 0.158 2.560 0.231
H -3.169 1.883 2.430 0.236
H -4.127 3.912 2.840 0.229
H -5.599 5.754 2.124 0.250
H -6.307 5.911 -0.239 0.245
H -5.551 4.242 -1.894 0.246
H -4.048 2.437 -1.220 0.222
N 4.371 0.905 -5.513 -0.726
C 3.559 0.716 -4.465 0.273
C 4.062 0.302 -3.216 -0.303
C 3.204 0.111 -2.175 0.086
N 1.867 0.312 -2.281 -0.592
C 1.377 0.706 -3.478 0.069
C 2.166 0.916 -4.568 -0.293
H 5.363 0.765 -5.438 0.417
H 4.014 1.194 -6.407 0.416
H 5.120 0.127 -3.071 0.248
H 3.565 -0.226 -1.211 0.242
H 0.306 0.839 -3.551 0.209
H 1.713 1.228 -5.501 0.245
```

Calculated values
electronic energy	-3890.79788	hartree
charge	+2
HOMO-LUMO gap (alpha / beta)	6.53 / 4.74	eV
multiplicity	3
HOMO energy (alpha / beta)	-13.6 / -13.6	eV

---

3.
Here is a molecular structure, C21H20BrN8S2Ti in a non-equilibrium geometry from OMol25. Energies are from ωB97M-V/def2-TZVPD.

The geometry in XYZ format:
```
53
Properties=species:S:1:pos:R:3:nbo_charge:R:1
Ti 0.971 0.140 0.724 1.312
N 1.622 -3.223 3.192 -0.769
C 1.398 -1.952 2.835 0.321
S 2.711 -1.053 2.062 -0.210
N 0.224 -1.414 3.075 -0.409
N 0.296 -0.131 2.589 -0.329
C -0.004 0.894 3.283 0.110
C 0.514 2.159 2.751 0.166
C 0.412 3.343 3.454 -0.193
C 1.120 4.451 3.005 -0.097
C 1.907 4.331 1.874 -0.224
C 1.935 3.117 1.208 0.106
N 1.253 2.045 1.616 -0.556
H 2.564 -3.575 3.191 0.422
H 0.945 -3.681 3.783 0.421
H -0.481 0.825 4.256 0.245
H -0.193 3.388 4.349 0.251
H 1.066 5.388 3.542 0.254
H 2.493 5.159 1.504 0.256
H 2.527 3.007 0.309 0.203
C -4.590 0.839 0.027 -0.412
N -3.604 0.641 -1.031 -0.319
C -3.888 0.510 -2.376 -0.017
C -2.725 0.367 -3.024 -0.070
N -1.705 0.411 -2.063 -0.364
C -2.278 0.592 -0.836 0.294
S -1.585 0.700 0.708 -0.174
C -0.330 0.455 -2.394 0.408
C 0.051 0.180 -3.702 -0.243
C 1.363 0.390 -4.083 -0.098
C 2.267 0.868 -3.150 -0.215
C 1.810 1.044 -1.864 0.054
N 0.551 0.823 -1.456 -0.524
H -5.577 0.666 -0.392 0.238
H -4.525 1.855 0.410 0.236
H -4.404 0.135 0.834 0.240
H -4.896 0.535 -2.752 0.261
H -2.544 0.265 -4.076 0.252
H -0.663 -0.183 -4.423 0.244
H 1.669 0.189 -5.101 0.256
H 3.298 1.070 -3.399 0.258
H 2.501 1.389 -1.099 0.206
Br 3.469 -1.879 -1.026 0.183
C 1.745 -2.604 -0.800 0.174
C 1.560 -3.919 -1.195 -0.262
C 0.321 -4.501 -0.999 -0.102
C -0.681 -3.748 -0.405 -0.232
C -0.402 -2.451 -0.033 0.050
N 0.798 -1.855 -0.227 -0.596
H 2.382 -4.465 -1.633 0.261
H 0.149 -5.528 -1.290 0.251
H -1.662 -4.157 -0.214 0.249
H -1.153 -1.851 0.461 0.234
```

Calculated values
electronic energy	-5469.75694	hartree
charge	+2
HOMO-LUMO gap (alpha / beta)	7.22 / 7.33	eV
multiplicity	2
HOMO energy (alpha / beta)	-13.9 / -13.9	eV
energy relative to the best compared isomer or geometry (same formula, charge and spin)	36.65	kcal/mol

---

Question: Among the records above, which one has the highest multiplicity?
Answer: C21H20AuBrN4O2

---

Please write out number 1 again, unchanged.
Here is a molecular structure, C21H20AsN5O7RuS3 in a non-equilibrium geometry from OMol25. Energies are from ωB97M-V/def2-TZVPD.

The geometry in XYZ format:
```
58
Properties=species:S:1:pos:R:3:nbo_charge:R:1
Ru 1.422 0.663 0.677 0.950
N 3.739 1.813 3.975 -0.803
C 3.331 1.156 2.851 0.310
S 3.046 2.104 1.396 -0.041
N 3.170 -0.135 2.898 -0.425
N 2.762 -0.580 1.653 -0.222
C 3.037 -1.772 1.284 0.124
C 2.940 -2.116 -0.120 -0.208
C 3.215 -3.427 -0.526 -0.150
C 3.327 -3.765 -1.857 -0.279
C 3.200 -2.761 -2.819 -0.198
C 2.954 -1.458 -2.451 -0.223
C 2.796 -1.099 -1.100 0.373
O 2.563 0.173 -0.841 -0.602
H 3.450 2.777 3.989 0.395
H 3.503 1.319 4.825 0.399
H 3.492 -2.458 1.995 0.195
H 3.351 -4.182 0.240 0.202
H 3.530 -4.787 -2.149 0.204
H 3.287 -3.008 -3.870 0.203
H 2.838 -0.676 -3.190 0.214
O -1.277 0.183 1.395 -1.061
As -1.472 1.830 0.811 2.445
O -2.696 1.948 -0.257 -1.166
O 0.092 2.187 0.164 -1.133
C -1.832 2.962 2.346 -0.444
C -2.689 4.021 2.075 -0.182
C -2.962 4.970 3.053 -0.221
C -2.380 4.858 4.305 -0.208
C -1.533 3.793 4.589 -0.222
C -1.262 2.846 3.618 -0.213
S -0.168 1.474 3.999 2.433
O 0.539 1.817 5.209 -0.986
O -1.031 0.301 4.093 -1.002
O 0.666 1.457 2.796 -1.029
H -1.348 0.104 2.374 0.525
H -3.145 4.084 1.094 0.243
H -3.627 5.795 2.832 0.207
H -2.583 5.600 5.067 0.206
H -1.069 3.687 5.561 0.237
N -0.342 1.218 -2.366 -0.787
C -0.722 -0.067 -2.205 0.313
S -0.176 -0.977 -0.925 -0.133
N -1.569 -0.522 -3.180 -0.601
C -2.053 -1.789 -3.542 0.258
C -1.785 -2.988 -2.884 -0.275
C -2.325 -4.170 -3.373 -0.186
C -3.134 -4.195 -4.496 -0.251
C -3.406 -2.999 -5.147 -0.200
C -2.870 -1.815 -4.678 -0.274
H -0.018 1.689 -1.511 0.455
H -0.907 1.794 -2.971 0.372
H -1.925 0.208 -3.777 0.382
H -1.166 -2.998 -2.005 0.258
H -2.104 -5.091 -2.847 0.210
H -3.548 -5.126 -4.859 0.206
H -4.037 -2.984 -6.027 0.207
H -3.089 -0.887 -5.195 0.198
```

Calculated values
electronic energy	-5138.07318	hartree
charge	-1
HOMO-LUMO gap (alpha / beta)	7.61 / 7.32	eV
multiplicity	2
HOMO energy (alpha / beta)	-5.1 / -5.2	eV
energy relative to the best compared isomer or geometry (same formula, charge and spin)	22.29	kcal/mol

---

Question: What is the multiplicity in the third record?
Answer: 2